[1]
DFT (ωB97M-V/def2-TZVPD) results for a structure of composition C41H47Br2N4PTi.

The geometry in XYZ format:
```
96
Properties=species:S:1:pos:R:3:forces:R:3
H 3.720376 -3.076577 -0.249593 0.0 0.0 0.0
H 3.945250 0.340427 2.623287 0.0 0.0 0.0
C 0.382076 1.597850 3.366725 0.0 0.0 -0.1
H -5.024354 0.680014 0.796295 0.0 0.0 0.0
H -4.785853 2.566134 3.265329 0.0 0.0 0.0
H -1.165173 -6.258361 -1.091679 0.0 0.0 0.0
C 4.636702 -3.089789 -3.495443 0.0 0.0 0.0
P 1.165736 -1.795350 -0.773154 -0.1 -0.1 0.3
H 1.941158 3.167881 -0.486417 0.0 0.0 0.0
H -2.092014 -0.222075 -4.334980 0.0 0.0 0.0
H -4.753135 1.924132 -0.429645 0.0 0.0 0.0
C 4.710977 -3.304947 -2.126387 0.0 0.0 0.0
C -2.327364 -4.725594 -0.167135 0.0 0.0 0.0
H 5.445422 -3.406582 -4.140700 0.0 0.0 0.0
H -0.087685 2.370232 -1.300374 0.0 0.0 0.0
Ti 0.663726 0.467830 0.508364 0.1 0.0 -0.2
C -3.668979 2.259474 1.430233 0.0 0.0 0.1
H 3.163534 0.017381 -0.908962 0.0 0.0 0.0
H 3.555824 -1.351193 4.352950 0.0 0.0 0.0
H -1.125694 2.511236 -5.114391 0.0 0.0 0.0
C 1.116365 3.994652 3.122086 0.0 0.0 0.0
C 0.911764 2.736136 2.578354 0.0 0.0 0.0
H 2.164495 -3.352123 3.870790 0.0 0.0 0.0
C 1.718882 -2.737727 1.878761 0.0 0.0 0.0
H -3.209026 1.138858 -4.536836 0.0 0.0 0.0
H -4.348560 4.319439 1.486666 0.0 0.0 0.0
C 3.527765 -2.462998 -4.039014 0.0 0.0 0.0
H -3.041422 2.382462 3.509916 0.0 0.0 0.0
C -1.291321 -2.580225 -0.058440 0.0 0.0 0.0
H -3.223309 0.201659 -3.041324 0.0 0.0 0.0
C -0.543358 0.614070 5.325181 0.0 0.0 0.0
H 1.433644 -4.546160 -2.601070 0.0 0.0 0.0
H -4.036159 0.966379 3.140337 0.0 0.0 0.0
N 1.176813 2.470063 1.291658 0.1 0.1 0.1
C -2.379203 -3.392329 0.207575 0.0 0.0 0.0
H 3.478215 -2.292689 -5.107751 0.0 0.0 0.0
C -0.000185 1.719622 4.688951 0.0 0.0 0.1
C -0.291909 -0.595541 3.306757 0.0 -0.1 0.0
H 1.483067 -0.248733 -3.858633 0.0 0.0 0.0
C -0.128790 -3.075422 -0.660031 0.0 0.0 0.0
C -2.246343 2.748041 -2.585250 0.0 0.0 0.0
C -2.456413 1.536655 1.011144 0.0 0.0 -0.1
C -3.897028 2.028064 2.930999 0.0 0.0 0.0
C 2.891523 0.365381 0.084584 -0.1 0.0 -0.1
C 1.110841 -5.077646 -1.707250 0.0 0.0 0.0
C 3.308949 -0.512356 2.416300 0.0 0.0 0.0
C 1.686743 3.439855 0.530235 0.0 0.0 0.0
H -5.781003 2.271332 0.966339 0.0 0.0 0.0
C 3.094835 -1.461879 3.379539 0.0 0.0 0.0
C -1.538371 1.553300 -3.228258 0.0 0.0 0.0
H -3.311390 3.944781 0.102189 0.0 0.0 0.0
H -1.363531 -1.526251 0.197940 0.0 0.0 0.0
C 2.760035 -0.645480 1.113328 0.0 0.1 0.0
H -1.142089 -1.439911 5.085962 0.0 0.0 0.0
C -0.702753 -0.566786 4.627036 0.0 0.0 0.0
H 3.488004 1.223838 0.384570 0.0 0.0 0.0
C 1.305913 -1.327831 -3.868768 0.0 0.0 0.0
N -0.807262 0.727302 -2.242835 0.0 0.0 0.1
C 2.304517 -2.595325 3.110194 0.0 0.0 0.0
H 1.099698 -3.601560 1.661760 0.0 0.0 0.0
H -2.601640 4.135996 1.711779 0.0 0.0 0.0
N 0.259300 0.447973 2.692130 -0.1 -0.2 0.1
H -3.169815 -5.379594 0.015682 0.0 0.0 0.0
H 2.327709 5.475300 0.329998 0.0 0.0 0.0
C 1.613678 4.997844 2.309516 0.0 0.0 0.0
H 0.149704 2.749170 -3.933572 0.0 0.0 0.0
H -1.468295 0.429418 -1.527961 0.0 0.0 0.0
C -1.438245 0.953809 0.676267 0.0 0.1 -0.1
H 0.360946 -1.495723 -3.353972 0.0 0.0 0.0
C -2.577676 0.609190 -3.823368 0.0 0.0 0.0
C 3.663265 -2.903830 -1.317183 0.0 0.0 0.0
C 1.916668 4.721496 0.984719 0.0 0.0 0.0
H -3.262136 -2.980130 0.678245 0.0 0.0 0.0
C -4.879632 1.749360 0.639799 0.0 0.0 0.0
C -0.573342 2.021653 -4.312086 0.0 0.0 0.0
N 0.215948 1.418071 -1.515945 0.0 0.1 0.1
C 2.468469 -2.042828 -3.238756 0.0 -0.1 0.0
H -0.428128 -1.488600 2.711591 0.0 0.0 0.0
H -2.958386 2.409216 -1.830628 0.0 0.0 0.0
H 5.577087 -3.786693 -1.693113 0.0 0.0 0.0
Br -1.083630 0.739894 7.115914 0.0 0.0 0.0
Br 1.888829 6.714907 3.004338 0.0 0.0 0.0
H 1.967014 -5.124747 -1.033480 0.0 0.0 0.0
H 0.101609 2.652192 5.221884 0.0 0.0 0.0
C 2.536702 -2.289539 -1.863222 0.0 0.0 0.0
H -0.032649 1.174784 -4.735808 0.0 0.0 0.0
H 1.033728 1.474177 -2.115708 0.0 0.0 0.0
H -2.786018 3.315570 -3.344338 0.0 0.0 0.0
C -3.468631 3.759591 1.164944 0.0 0.0 0.0
H 1.190707 -1.624398 -4.911211 0.0 0.0 0.0
H -1.555014 3.447909 -2.106822 0.0 0.0 0.0
C -0.076340 -4.423399 -1.050492 0.0 0.0 0.1
C 1.906672 -1.759400 0.881338 0.1 0.0 -0.1
C -1.194429 -5.217795 -0.792705 0.0 0.0 0.0
H 0.855983 -6.096310 -1.993882 0.0 0.0 0.0
H 0.896771 4.200469 4.158119 0.0 0.0 0.0
```
Positions in Å, forces in eV/Å.

Calculated values
E_HOMO (spin up / spin down) (eV): -10.22 / -10.30
Relative energy (zero: lowest compared OMol25 entry of this formula, charge and spin) (kcal/mol): 0.0
Net charge: +1
Multiplicity: 2
⟨S²⟩: 0.757

[2]
DFT (ωB97M-V/def2-TZVPD) results for a structure of composition C31H22CoF5I2N4O3S2 in a non-equilibrium geometry.

The geometry in XYZ format:
```
70
Properties=species:S:1:pos:R:3:forces:R:3
H -10.389883 -2.837067 19.316279 -0.6 0.8 0.3
C -10.166240 -7.653671 17.566592 -0.2 0.2 -0.6
C -8.109524 -1.887994 16.445837 -0.2 1.4 0.1
C -7.706729 0.083246 22.868486 1.3 3.2 2.7
N -6.668859 -5.346237 18.563425 0.9 -0.4 -0.7
H -6.490149 -3.663690 15.964942 -0.9 -0.7 0.7
C -9.286479 -7.758168 15.363061 -0.4 -1.0 -0.4
C -5.141914 -4.135294 22.888420 0.3 -1.3 -1.2
S -9.442145 -3.902878 21.670292 -0.7 0.3 0.1
C -7.073236 -5.348718 17.135798 -1.4 -0.2 -0.1
C -3.598357 0.053421 18.523916 -0.4 2.2 -1.6
H -5.239458 -0.665221 15.573204 0.7 0.2 0.6
H -2.993087 -4.208531 22.645719 -0.6 0.2 -0.3
I -11.683730 -8.176301 18.986544 0.8 0.3 -0.6
C -7.913489 -1.549299 21.216438 -0.4 0.2 0.4
O -9.374857 -6.106784 19.068960 0.6 0.6 1.3
H -5.476434 -3.679595 18.226642 -0.7 1.4 -0.1
H -2.082296 -1.100035 19.432903 -0.6 -0.3 -1.2
H -6.471045 -6.263898 19.018035 -0.8 0.4 -1.2
H -3.120145 2.165350 18.928920 0.2 -0.1 -0.1
N -7.303715 -4.033863 16.569162 0.6 0.5 1.3
C -8.911908 -1.832450 23.380222 -1.5 -2.7 -0.5
C -8.388483 -0.677383 23.806093 -0.7 1.4 0.5
C -7.391570 -0.309867 21.641888 -0.3 -2.4 -1.5
C -4.456965 0.256299 17.404179 1.0 -2.9 0.2
N -6.401475 -4.549611 20.974279 -1.0 -0.3 -1.1
H -3.221315 -4.147040 20.175212 0.8 -0.3 -0.6
C -10.226595 -8.160781 16.284631 -0.4 0.3 1.1
C -8.238087 -6.306475 16.974324 0.2 -0.4 -0.9
C -4.510847 -0.715952 16.414162 -0.4 0.2 -0.5
F -8.725432 -0.157878 25.015028 0.6 -0.3 -0.8
C -6.369375 -4.410147 22.278409 2.9 1.1 0.9
H -7.501730 -6.643765 14.996222 -0.8 -0.4 0.6
H -2.815019 0.978127 20.294817 -0.5 0.7 -0.7
C -8.294219 -6.933824 15.730661 2.0 1.7 -0.7
H -11.012012 -8.809332 15.994422 -0.6 -0.6 -0.1
C -8.090196 -3.059763 17.159773 0.9 -1.8 -0.8
C -4.057861 -4.307728 20.800869 -0.1 0.2 -1.1
C -3.488286 1.282046 19.443506 -0.3 -1.6 1.6
C -9.213301 -6.631197 17.906475 -1.4 -0.8 0.9
H -10.657910 -0.423503 18.225893 0.4 -0.4 -0.1
C -3.668032 -1.832402 16.456568 0.1 -1.3 0.1
H -7.245456 -4.420811 22.853333 -1.3 -0.2 0.3
S -3.685961 -3.122892 15.094505 0.0 1.4 0.6
I -9.299294 -8.615959 13.486484 0.0 -0.2 -0.5
N -8.807284 -3.267330 18.262789 0.2 -1.2 -1.1
F -7.581029 -1.875067 19.953891 0.2 -0.3 0.7
C -3.970185 -4.244453 22.134539 0.4 0.8 2.5
H -4.998245 -3.970387 23.910253 -0.4 0.1 1.5
C -9.788089 -2.415600 18.528355 -0.1 1.5 0.2
C -2.848514 -2.072521 17.536417 0.7 0.8 1.2
F -6.533535 0.332977 20.871506 0.0 0.5 -0.2
C -5.300360 -4.440129 20.243985 0.1 -0.2 -0.8
H -7.356585 -1.846335 15.647717 -0.7 0.6 0.1
H -4.536365 -4.973527 18.262299 -0.3 -0.8 0.5
C -8.977219 -0.910794 16.886482 0.3 0.8 -0.5
O -3.318699 -2.249267 13.958453 0.1 -0.3 -0.3
C -9.880407 -1.140077 17.936709 -0.3 -1.5 0.1
F -7.184119 1.298998 23.279100 -0.5 -1.0 -0.1
F -9.719511 -2.532801 24.276013 1.2 0.9 -1.4
H -8.951795 0.059379 16.386327 -0.2 -0.2 0.1
H -5.118341 1.056812 17.363467 -1.0 1.5 0.0
C -8.729881 -2.351353 22.037730 0.5 0.7 0.9
C -5.452093 -4.598979 18.758093 0.6 0.0 0.3
H -2.257309 -3.028417 17.659595 -0.6 1.3 -0.4
H -4.481642 1.552734 19.899542 0.9 -0.3 -0.5
H -6.356098 -5.696834 16.414448 1.1 -0.6 0.3
O -5.158596 -3.426792 15.103612 -0.5 -0.4 -0.2
Co -8.281841 -4.661955 19.818784 0.0 0.2 -0.6
C -2.757865 -1.033896 18.525227 0.4 -1.1 1.4
```
Positions in Å, forces in eV/Å.

Calculated values
E_HOMO (spin up / spin down) (eV): -5.17 / -5.17
Net charge: -1
Multiplicity: 4
⟨S²⟩: 3.758

[3]
DFT (ωB97M-V/def2-TZVPD) results for the ion C3H5O2S3 with charge -1 in a non-equilibrium geometry.

The geometry in XYZ format:
```
13
Properties=species:S:1:pos:R:3:forces:R:3
H 0.951554 0.572021 1.958217 0.4 -0.3 0.4
H -1.579540 0.433431 0.613715 1.6 -0.5 -1.2
H -0.873572 1.573639 -0.396879 0.3 0.5 -0.6
H 2.053492 0.414562 -0.195181 0.7 0.3 0.1
S -0.982388 -0.990648 -1.976163 -0.8 1.1 -0.8
C -0.533905 0.742237 0.194930 -4.3 -0.6 0.2
O 0.313280 -2.640975 -0.181323 1.2 1.1 1.3
O 1.562819 -1.179213 1.042413 0.9 0.4 1.1
H -0.562442 -2.138676 -1.433242 0.1 -1.5 0.3
C 0.087879 -0.330999 -0.761356 2.3 1.8 2.7
C 0.765013 -1.495305 0.191620 -2.9 -2.2 -3.3
S 1.596905 0.564924 -1.438245 -0.5 -0.4 -0.2
S 0.054348 1.516942 1.716136 1.0 0.2 -0.1
```
Positions in Å, forces in eV/Å.

Calculated values
Structure (SMILES): O=C([O-])C(S)(S)CS
E_HOMO (eV): -4.91
Relative energy (zero: lowest compared OMol25 entry of this formula, charge and spin) (kcal/mol): 0.0
Net charge: -1